1.
{"formula": "C37H49BrN2P2ReS", "method": "the ωB97M-V functional and the def2-TZVPD basis", "species": ["C", "C", "C", "C", "N", "C", "C", "C", "C", "C", "C", "C", "C", "C", "Re", "P", "H", "H", "H", "H", "H", "H", "H", "H", "C", "C", "H", "H", "H", "H", "H", "C", "C", "H", "H", "H", "H", "H", "C", "C", "H", "H", "H", "H", "H", "Br", "P", "C", "C", "H", "H", "H", "H", "H", "C", "C", "H", "H", "H", "H", "H", "C", "C", "H", "H", "H", "H", "H", "N", "S", "C", "C", "C", "C", "C", "C", "C", "C", "C", "C", "C", "C", "H", "H", "H", "H", "H", "H", "H", "H", "H", "H", "H"], "xyz": [[-3.99711, 0.19090, -1.73994], [-3.44054, 1.43350, -1.41004], [-4.17209, 2.59908, -1.66334], [-5.41054, 2.47905, -2.31521], [-5.90219, 1.29559, -2.68018], [-5.23608, 0.17645, -2.40475], [-2.06532, 1.53581, -0.91249], [-1.13853, 2.55126, -1.11826], [-0.81977, 3.84441, -1.65701], [-0.92389, 5.04647, -0.83468], [0.13482, 5.89141, -0.80262], [1.35704, 5.52771, -1.57076], [0.83746, 5.08028, -2.92084], [0.00225, 3.90177, -2.75872], [-0.40182, 1.05259, -0.19638], [-1.16816, -0.23901, 1.70962], [-3.80043, 3.58716, -1.38244], [-3.47230, -0.73767, -1.53514], [-5.99637, 3.37417, -2.54723], [-5.68046, -0.76761, -2.72521], [0.00337, 3.12079, -3.50901], [-1.79910, 5.16943, -0.19175], [0.32900, 5.91298, -3.42596], [0.15336, 6.75885, -0.14062], [0.28589, -1.29498, 2.12604], [0.75293, -1.25689, 3.57921], [1.10514, -0.98466, 1.45669], [0.02411, -2.32135, 1.82090], [1.66740, -1.85860, 3.67882], [0.99460, -0.24041, 3.91932], [0.00628, -1.68152, 4.26484], [-1.67223, 0.72454, 3.19243], [-2.99493, 1.47067, 3.01025], [-0.85736, 1.42962, 3.42000], [-1.72945, 0.02452, 4.03992], [-3.07126, 2.26359, 3.76620], [-3.08575, 1.93862, 2.01917], [-3.85649, 0.80443, 3.15008], [-2.54583, -1.41607, 1.46886], [-2.91144, -2.22611, 2.71198], [-2.24274, -2.08761, 0.65107], [-3.40595, -0.83695, 1.10347], [-3.77084, -2.86912, 2.48641], [-2.09594, -2.88565, 3.03575], [-3.19697, -1.59559, 3.56196], [2.54447, 4.88344, -3.78106], [1.24938, 2.63274, 0.01451], [0.83584, 3.26104, 1.72703], [1.83215, 2.89680, 2.82341], [-0.16503, 2.86822, 1.97590], [0.71062, 4.34712, 1.64116], [1.38281, 3.12655, 3.80134], [2.08580, 1.82895, 2.81844], [2.76326, 3.47541, 2.75275], [2.72929, 1.48149, 0.10607], [4.05877, 1.99565, -0.45810], [2.43583, 0.58054, -0.45988], [2.85318, 1.16414, 1.15031], [4.78916, 1.17548, -0.44772], [3.97162, 2.32636, -1.49878], [4.47828, 2.80927, 0.14498], [2.08690, 4.34104, -0.74725], [2.90787, 5.06328, 0.30384], [2.04267, 6.38436, -1.62076], [2.71808, 3.82563, -1.47953], [3.52703, 5.82599, -0.19724], [2.26170, 5.59993, 1.01624], [3.59597, 4.41588, 0.85920], [0.14887, -0.13164, -1.33444], [-0.13728, -4.48622, -0.13384], [-0.34161, -5.22183, -1.72195], [-0.23702, -4.43848, -2.88149], [-0.36854, -5.04119, -4.13355], [-0.63692, -6.41124, -4.22686], [-0.77234, -7.18413, -3.06748], [-0.63180, -6.59108, -1.81139], [1.49467, -4.98163, 0.31316], [1.70261, -5.61777, 1.54878], [2.98803, -6.01579, 1.91180], [4.06696, -5.77156, 1.05447], [3.86132, -5.12146, -0.16759], [2.57665, -4.71647, -0.53764], [0.41347, -0.83201, -2.02554], [-0.03832, -3.37304, -2.77346], [-0.26079, -4.43509, -5.03419], [-0.74398, -6.87837, -5.20751], [-0.98749, -8.25090, -3.13514], [-0.72910, -7.16302, -0.89039], [0.83901, -5.79668, 2.18895], [3.14516, -6.51850, 2.86706], [5.07181, -6.08639, 1.34024], [4.69788, -4.92727, -0.83862], [2.39138, -4.20339, -1.47861]], "mulliken_spin": [0.00, -0.02, -0.01, 0.00, -0.01, 0.00, 0.12, 0.06, 0.15, 0.19, 0.11, -0.01, 0.09, 0.20, 0.53, 0.06, 0.00, 0.00, 0.00, 0.00, 0.00, 0.01, 0.04, -0.01, 0.00, 0.01, 0.01, 0.02, 0.00, 0.00, 0.00, 0.02, 0.01, -0.01, 0.01, 0.00, 0.00, 0.00, 0.02, 0.00, 0.01, 0.00, 0.00, 0.00, 0.00, 0.03, 0.03, 0.05, 0.03, -0.01, 0.01, 0.00, 0.00, 0.00, 0.01, 0.01, 0.02, 0.01, 0.00, 0.00, 0.00, 0.09, 0.01, -0.01, 0.00, 0.00, 0.00, 0.00, 0.12, 0.43, 0.02, 0.02, 0.01, 0.04, -0.01, 0.05, 0.16, 0.03, 0.01, 0.17, -0.01, 0.08, 0.00, -0.01, 0.00, 0.00, 0.00, 0.00, 0.00, 0.00, 0.00, 0.00, 0.00], "charge": 4, "spin_multiplicity": 4, "e_above_lowest_kcal_mol": 0.0, "e_tot_ha": -5280.295120}

2.
{"formula": "C14H14FNRu", "method": "the ωB97M-V functional and the def2-TZVPD basis", "species": ["C", "C", "C", "C", "C", "Ru", "C", "C", "C", "N", "H", "H", "H", "H", "H", "H", "H", "H", "H", "H", "F", "C", "C", "C", "C", "C", "C", "H", "H", "H", "H"], "xyz": [[-1.34685, 2.01529, -0.77851], [-0.97370, 1.82481, 0.57879], [-1.53468, 0.61066, 1.02768], [-2.25917, 0.00673, -0.06546], [-2.17895, 0.91636, -1.17866], [-0.42736, -0.13006, -0.88106], [2.12824, 0.95583, 0.60142], [3.10147, 1.45006, -0.04949], [3.39668, 1.32458, -1.35063], [-0.47798, -1.28947, -2.22684], [-1.49454, 0.22086, 2.03475], [-0.43437, 2.52705, 1.20314], [-2.84912, -0.89894, -0.00339], [-2.65181, 0.76905, -2.13675], [-1.09409, 2.87933, -1.38204], [1.48671, 1.62504, 1.04504], [-0.04119, 0.41621, -2.40908], [1.78891, 0.04933, 1.04162], [4.23540, 1.80691, -1.85221], [2.80773, 1.03761, -2.22921], [-0.58278, -5.60102, 2.18293], [-0.42857, -4.39101, 1.55031], [-0.61155, -4.34974, 0.17806], [-0.49377, -3.10705, -0.44570], [-0.22867, -1.98539, 0.30598], [-0.02291, -2.03592, 1.67177], [-0.10698, -3.27351, 2.32328], [-0.83762, -5.22531, -0.42170], [-0.60940, -3.08017, -1.53943], [0.19157, -1.14436, 2.24080], [0.06281, -3.35572, 3.39283]], "mulliken_spin": [-0.02, 0.15, 0.02, 0.05, -0.04, 1.07, 0.31, 0.88, 0.65, 1.46, -0.01, 0.00, -0.01, 0.01, 0.01, 0.03, 0.17, 0.06, 0.07, 0.02, 0.00, 0.01, -0.02, -0.01, 0.19, -0.07, 0.00, 0.00, 0.03, 0.00, 0.00], "charge": -1, "spin_multiplicity": 6, "e_above_lowest_kcal_mol": 159.5, "e_tot_ha": -790.933622}

3.
{"formula": "C11H12BrCl16NO", "method": "the ωB97M-V functional and the def2-TZVPD basis", "species": ["O", "C", "C", "C", "C", "C", "C", "Br", "C", "N", "H", "H", "H", "H", "H", "H", "H", "H", "H", "H", "H", "H", "Cl", "C", "Cl", "Cl", "Cl", "Cl", "C", "Cl", "Cl", "Cl", "Cl", "C", "Cl", "Cl", "Cl", "Cl", "C", "Cl", "Cl", "Cl"], "xyz": [[-1.30986, -1.87741, -2.04814], [-0.49460, -0.93504, -1.93190], [-0.66333, 0.30953, -1.04544], [0.81174, 0.61586, -0.74498], [1.21293, 1.81364, 0.15242], [1.89620, 3.02436, -0.51207], [0.97929, 4.11613, -1.05875], [-0.15978, 3.60439, -2.55863], [1.47097, 0.37358, -2.10815], [0.78280, -0.86910, -2.59275], [-1.23145, 0.10640, -0.13086], [-1.19496, 1.10349, -1.59107], [1.14119, -0.27187, -0.16710], [0.32800, 2.15345, 0.71372], [1.91337, 1.42517, 0.90856], [2.46994, 3.53360, 0.28354], [2.63351, 2.69529, -1.25466], [0.30811, 4.50756, -0.28093], [1.57841, 4.96084, -1.42664], [1.24172, 1.12726, -2.87507], [2.56734, 0.28344, -2.12818], [1.33249, -1.66785, -2.28275], [-2.73083, 0.76400, 4.38009], [-1.99239, -0.51472, 3.40708], [-3.01485, -0.86984, 2.01223], [-0.40264, 0.02843, 2.85420], [-1.79471, -1.96818, 4.38636], [-3.44166, -3.64655, -4.91690], [-1.83098, -3.87511, -5.60933], [-1.27776, -5.52217, -5.27095], [-1.90911, -3.63537, -7.36302], [-0.71451, -2.71886, -4.89366], [0.43498, -4.06687, 3.11700], [-0.27061, -4.82384, 1.67791], [0.84339, -6.05111, 1.06156], [-1.80180, -5.58435, 2.12647], [-0.57057, -3.62224, 0.42152], [-0.98235, 3.63738, 6.17124], [0.57089, 3.19202, 5.45581], [0.86162, 1.46434, 5.69500], [0.54938, 3.56510, 3.73008], [1.86051, 4.11520, 6.23713]], "mulliken_charge": [-0.53, 0.17, 0.28, 0.62, -0.56, -0.82, -0.67, -0.20, -0.95, -0.18, -0.28, 0.19, 0.12, 0.25, 0.32, 0.41, 0.30, 0.32, 0.43, 0.21, 0.32, 0.31, -0.08, 0.28, -0.09, -0.04, -0.07, -0.10, 0.34, -0.11, -0.11, -0.05, -0.09, 0.26, -0.11, -0.10, 0.03, -0.09, 0.30, -0.07, -0.06, -0.10], "spin_multiplicity": 1, "e_above_lowest_kcal_mol": 0.0, "e_tot_ha": -10493.379961}